Entry 1:
{
  "formula": "C6H6ClNO2S",
  "method": "the ωB97M-V functional and the def2-TZVPD basis",
  "max_force_ev_per_a": 6.19,
  "energy_ha": -1295.7156,
  "multiplicity": 1,
  "de_lowest_kcal_mol": 45.77,
  "homo_ev": -9.87,
  "elements": ["C", "C", "C", "C", "C", "C", "H", "H", "H", "H", "H", "H", "N", "O", "O", "S", "Cl"],
  "positions_angstrom": [[-0.1209, 0.2485, 0.0312], [0.2991, -1.1014, 0.1554], [1.6850, -1.3755, 0.2034], [2.6548, -0.3632, 0.1162], [2.0705, 0.9737, -0.1187], [0.7697, 1.2675, -0.1380], [-2.6369, -1.0019, -1.3969], [-3.8890, -0.7643, 0.4549], [-0.4391, -1.8493, -0.0590], [1.9562, -2.4371, 0.2258], [3.7709, -0.6245, 0.0748], [2.6587, 1.8863, -0.1080], [-2.7675, -0.8129, -0.1262], [-2.2379, 0.9897, 1.4461], [-2.2965, 1.4043, -1.0643], [-1.9099, 0.5651, 0.1435], [0.4327, 2.9950, 0.1597]],
  "nbo_charge": [-0.310, -0.191, -0.207, -0.185, -0.208, -0.009, 0.446, 0.482, 0.244, 0.223, 0.245, 0.235, -1.160, -0.923, -0.948, 2.250, 0.018]
}

Entry 2:
{
  "formula": "CH5IN2O",
  "method": "the ωB97M-V functional and the def2-TZVPD basis",
  "max_force_ev_per_a": 4.57,
  "energy_ha": -523.4220,
  "multiplicity": 1,
  "smiles": "O=NI.CN",
  "de_lowest_kcal_mol": 8.88,
  "homo_ev": [-8.83, -8.83],
  "elements": ["O", "N", "I", "C", "N", "H", "H", "H", "H", "H"],
  "positions_angstrom": [[1.9224, -1.6450, 0.5649], [2.3161, -1.0553, -0.4091], [3.1437, 0.8616, -0.2857], [-1.0109, 0.8143, -0.3433], [-1.2474, -0.4917, 0.2745], [0.0381, 0.9573, -0.3027], [-1.4465, 0.7159, -1.3148], [-1.5498, 1.4760, 0.2825], [-0.4833, -1.1609, 0.2971], [-1.6825, -0.4722, 1.2367]],
  "nbo_charge": [-0.219, 0.072, 0.152, -0.408, -0.870, 0.176, 0.191, 0.194, 0.354, 0.359]
}

Entry 3:
{
  "formula": "C18H22N2O",
  "method": "the ωB97M-V functional and the def2-TZVPD basis",
  "max_force_ev_per_a": 0.62,
  "energy_ha": -883.8282,
  "multiplicity": 1,
  "smiles": "O[C@@H](CN1CCN(c2ccccc2)CC1)c1ccccc1",
  "de_lowest_kcal_mol": 48.44,
  "homo_ev": -7.45,
  "elements": ["O", "C", "C", "N", "C", "C", "N", "C", "C", "C", "C", "C", "C", "C", "C", "C", "C", "C", "C", "C", "C", "H", "H", "H", "H", "H", "H", "H", "H", "H", "H", "H", "H", "H", "H", "H", "H", "H", "H", "H", "H", "H", "H"],
  "positions_angstrom": [[2.3743, 1.6011, -1.3115], [2.6252, 0.8929, -0.1178], [1.5809, -0.2137, 0.1545], [0.3625, 0.3356, 0.7034], [-0.3709, 1.1331, -0.2693], [-1.8178, 1.3344, 0.1621], [-2.5009, 0.0607, 0.1728], [-3.8562, -0.0446, -0.0112], [-4.4501, -1.2774, -0.3137], [-5.8131, -1.3801, -0.5051], [-6.6287, -0.2652, -0.4133], [-6.0545, 0.9599, -0.1201], [-4.6941, 1.0745, 0.0835], [-1.6792, -1.0830, 0.4942], [-0.5038, -0.6290, 1.3647], [4.0122, 0.2891, -0.1005], [4.4177, -0.5765, -1.1101], [5.6840, -1.1333, -1.0950], [6.5621, -0.8331, -0.0681], [6.1659, 0.0247, 0.9436], [4.8995, 0.5819, 0.9263], [2.5300, 1.0131, -2.0595], [2.5356, 1.6400, 0.6764], [1.4087, -0.7764, -0.7838], [2.0086, -0.8985, 0.8908], [0.1258, 2.1006, -0.3684], [-0.3675, 0.6528, -1.2635], [-2.3053, 1.9939, -0.5607], [-1.8418, 1.8209, 1.1482], [-3.8398, -2.1611, -0.4189], [-6.2418, -2.3445, -0.7389], [-7.6935, -0.3498, -0.5680], [-6.6756, 1.8408, -0.0387], [-4.2833, 2.0395, 0.3355], [-1.2988, -1.5734, -0.4160], [-2.2707, -1.8142, 1.0525], [-0.9061, -0.1592, 2.2700], [0.0807, -1.4976, 1.6731], [3.7420, -0.8273, -1.9172], [5.9852, -1.8033, -1.8870], [7.5514, -1.2657, -0.0577], [6.8470, 0.2638, 1.7470], [4.5940, 1.2534, 1.7153]],
  "nbo_charge": [-0.707, 0.049, -0.227, -0.448, -0.228, -0.212, -0.455, 0.278, -0.309, -0.181, -0.269, -0.181, -0.310, -0.228, -0.220, 0.053, -0.259, -0.189, -0.221, -0.199, -0.237, 0.463, 0.196, 0.159, 0.209, 0.221, 0.167, 0.213, 0.182, 0.210, 0.209, 0.210, 0.210, 0.211, 0.177, 0.212, 0.194, 0.206, 0.200, 0.212, 0.214, 0.214, 0.213]
}

Entry 4:
{
  "formula": "C21H18INO2S",
  "method": "the ωB97M-V functional and the def2-TZVPD basis",
  "max_force_ev_per_a": 0.62,
  "energy_ha": -1712.1367,
  "multiplicity": 1,
  "smiles": "CC[C@H](I)c1ccc2c(c1)Sc1ccccc1N2.O=C1C=CC(=O)C=C1",
  "homo_ev": -7.79,
  "elements": ["C", "C", "C", "I", "C", "C", "C", "C", "C", "C", "S", "C", "C", "C", "C", "C", "C", "N", "H", "H", "H", "H", "H", "H", "H", "H", "H", "H", "H", "H", "H", "H", "O", "C", "C", "C", "C", "O", "C", "C", "H", "H", "H", "H"],
  "positions_angstrom": [[3.8329, 1.5014, 1.5598], [4.6386, 0.6707, 0.5364], [4.7479, -0.7895, 0.9371], [5.8017, -1.8342, -0.6789], [3.4327, -1.4686, 1.1595], [3.1688, -2.1690, 2.3266], [1.9331, -2.7642, 2.5522], [0.9350, -2.6907, 1.5841], [1.1992, -1.9970, 0.3996], [2.4216, -1.3763, 0.1986], [-0.0612, -2.0000, -0.8494], [-1.4699, -1.8466, 0.2231], [-2.5669, -1.0753, -0.1376], [-3.6808, -1.0220, 0.6898], [-3.6647, -1.7201, 1.8923], [-2.5512, -2.4588, 2.2666], [-1.4417, -2.5451, 1.4294], [-0.3133, -3.3168, 1.7643], [4.4578, 2.2380, 2.0536], [3.3744, 0.8786, 2.3201], [3.0591, 2.0567, 1.0411], [4.1456, 0.7237, -0.4270], [5.6265, 1.0975, 0.4145], [5.4072, -0.9150, 1.7867], [3.9252, -2.2520, 3.0935], [1.7355, -3.3040, 3.4660], [2.5760, -0.8631, -0.7373], [-2.5325, -0.5519, -1.0774], [-4.5235, -0.4290, 0.3759], [-4.5109, -1.6831, 2.5588], [-2.5216, -2.9952, 3.2052], [-0.4044, -3.7081, 2.6905], [-4.2026, 1.2056, -1.9728], [-3.6594, 2.1266, -2.5453], [-2.3433, 1.9516, -3.2090], [-1.7458, 2.9631, -3.8326], [-2.3704, 4.3089, -3.8926], [-1.8268, 5.2299, -4.4615], [-3.6869, 4.4829, -3.2279], [-4.2840, 3.4713, -2.6040], [-1.9042, 0.9632, -3.1538], [-0.7860, 2.8589, -4.3223], [-4.1237, 5.4718, -3.2827], [-5.2432, 3.5751, -2.1131]],
  "nbo_charge": [-0.618, -0.437, -0.246, 0.033, -0.094, -0.182, -0.242, 0.132, -0.106, -0.231, 0.262, -0.117, -0.228, -0.226, -0.199, -0.237, 0.110, -0.573, 0.212, 0.214, 0.216, 0.207, 0.220, 0.223, 0.214, 0.211, 0.224, 0.225, 0.228, 0.215, 0.206, 0.382, -0.499, 0.481, -0.238, -0.215, 0.474, -0.482, -0.230, -0.222, 0.234, 0.234, 0.234, 0.232]
}

Entry 5:
{
  "formula": "C5H9FN2",
  "method": "the ωB97M-V functional and the def2-TZVPD basis",
  "max_force_ev_per_a": 1.31,
  "energy_ha": -405.2518,
  "multiplicity": 1,
  "de_lowest_kcal_mol": 24.18,
  "homo_ev": -9.10,
  "elements": ["C", "C", "C", "C", "C", "H", "H", "H", "H", "H", "H", "H", "H", "H", "N", "N", "F"],
  "positions_angstrom": [[-0.9028, 0.1890, 0.4869], [0.0662, 0.9237, -0.4824], [1.1071, -0.1941, -0.6644], [1.3471, -0.6208, 0.7975], [-0.0993, -1.1088, 0.6184], [-2.1377, -0.6434, -0.8581], [-2.7228, 0.7541, -0.2053], [-0.9504, 0.7310, 1.4460], [-0.3755, 1.2358, -1.4124], [1.9165, -0.0593, -1.3765], [1.5757, 0.1706, 1.5414], [2.0526, -1.4428, 0.8724], [-0.5489, -1.9178, 1.1918], [0.7564, -2.2010, -0.9202], [-2.2502, -0.0961, 0.0101], [0.1850, -1.3495, -0.8375], [0.6423, 2.0398, 0.1085]],
  "nbo_charge": [-0.092, 0.184, -0.092, -0.424, -0.064, 0.371, 0.356, 0.209, 0.173, 0.208, 0.214, 0.208, 0.216, 0.356, -0.826, -0.627, -0.369]
}

Entry 6:
{
  "formula": "C4H6CaO3",
  "method": "the ωB97M-V functional and the def2-TZVPD basis",
  "max_force_ev_per_a": 5.64,
  "energy_ha": -1058.6279,
  "multiplicity": 1,
  "charge": 2,
  "de_lowest_kcal_mol": 27.68,
  "homo_ev": -17.93,
  "elements": ["H", "O", "C", "O", "Ca", "O", "C", "H", "H", "H", "C", "C", "H", "H"],
  "positions_angstrom": [[3.0981, -2.3110, 0.0690], [0.2265, -1.0673, 0.6307], [-0.6565, -0.2632, 0.0429], [-0.4251, 0.9265, -0.1813], [1.4090, 1.8941, -0.0395], [-1.7285, -0.8878, -0.2546], [-2.9950, -0.2256, -0.0368], [-2.9451, 0.3516, 0.8919], [-3.2112, 0.4248, -0.8908], [-3.7266, -1.0314, 0.0424], [1.5282, -0.9751, 0.2350], [2.1665, -1.9843, -0.4037], [1.5996, -2.7135, -0.9885], [2.6045, -0.4545, 0.3804]],
  "nbo_charge": [0.264, -0.425, 1.072, -0.853, 1.923, -0.405, -0.271, 0.208, 0.223, 0.255, -0.163, -0.282, 0.239, 0.215]
}

Entry 7:
{
  "formula": "C4H16NO2",
  "method": "the ωB97M-V functional and the def2-TZVPD basis",
  "max_force_ev_per_a": 2.32,
  "energy_ha": -366.9798,
  "multiplicity": 1,
  "charge": 1,
  "de_lowest_kcal_mol": 31.17,
  "homo_ev": -15.57,
  "elements": ["C", "C", "N", "C", "C", "H", "H", "H", "H", "H", "H", "H", "H", "H", "H", "H", "H", "H", "H", "O", "H", "H", "O"],
  "positions_angstrom": [[-1.9967, 1.1314, -0.9274], [-0.5942, 0.4685, -0.7721], [-0.4260, -0.0314, 0.6440], [-0.4103, 1.0844, 1.6088], [-0.4497, -0.7767, -1.6562], [-2.6498, 1.0480, -0.0552], [-2.5234, 0.6872, -1.7658], [-1.8435, 2.1960, -1.1141], [0.2841, 1.0515, -1.0225], [-1.1774, -0.7026, 0.7996], [0.4685, -0.5244, 0.6869], [-1.2736, 1.7281, 1.4119], [-0.4147, 0.8953, 2.6777], [0.4439, 1.7048, 1.3822], [-0.5909, -1.7628, -1.2017], [0.4413, -0.6139, -2.2566], [-1.0884, -0.9210, -2.5543], [2.8384, -2.7130, 1.3311], [1.7165, -3.0258, 0.3697], [2.1355, -2.3022, 0.8373], [2.4865, -0.3506, 0.6264], [2.4686, 1.1924, 0.1496], [2.1553, 0.5367, 0.8008]],
  "nbo_charge": [-0.646, -0.041, -0.506, -0.435, -0.682, 0.224, 0.244, 0.243, 0.229, 0.425, 0.471, 0.222, 0.251, 0.249, 0.224, 0.244, 0.258, 0.499, 0.491, -0.977, 0.511, 0.495, -0.994]
}